Entry 1:
{"formula": "C42H44N6NaO2S4SbSi", "method": "ωB97M-V with the def2-TZVPD basis set", "de_lowest_kj_mol": 307.1, "e_tot_ev": -119476.2043, "lumo_ev": [2.016, 2.013], "homo_ev": [-0.544, -0.541], "orbital_gap_ev": [2.559, 2.554], "charge": -2, "elements": ["Na", "N", "C", "S", "N", "N", "C", "C", "C", "C", "C", "C", "N", "H", "H", "H", "H", "H", "H", "H", "C", "Si", "C", "C", "C", "C", "C", "C", "N", "C", "S", "H", "H", "H", "H", "H", "H", "H", "H", "H", "H", "H", "H", "C", "C", "C", "C", "C", "C", "C", "S", "C", "O", "H", "H", "H", "H", "H", "H", "H", "H", "H", "H", "O", "C", "N", "S", "Sb", "C", "C", "C", "C", "C", "C", "C", "C", "C", "C", "C", "C", "C", "C", "C", "C", "C", "C", "H", "H", "H", "H", "H", "H", "H", "H", "H", "H", "H", "H", "H", "H", "H"], "positions_angstrom": [[0.346, -1.566, -1.431], [2.799, -5.441, 0.263], [2.354, -4.286, -0.392], [1.106, -4.510, -1.520], [2.956, -3.184, -0.010], [2.431, -2.079, -0.525], [2.834, -0.961, 0.303], [1.797, -0.661, 1.355], [2.221, -0.377, 2.678], [1.246, -0.037, 3.604], [-0.064, 0.013, 3.173], [-0.364, -0.280, 1.854], [0.529, -0.620, 0.934], [2.546, -6.302, -0.256], [3.794, -5.405, 0.469], [3.742, -1.320, 0.769], [3.264, -0.482, 2.903], [1.532, 0.069, 4.654], [-0.895, 0.238, 3.796], [-1.406, -0.288, 1.574], [-5.784, -0.851, -4.669], [-5.667, 0.040, -3.038], [-5.300, 1.834, -3.245], [-7.404, -0.111, -2.226], [-4.452, -0.884, -1.863], [-4.895, -1.542, -0.721], [-3.992, -2.167, 0.194], [-2.652, -2.149, -0.186], [-2.208, -1.642, -1.341], [-3.077, -1.044, -2.186], [-2.473, -0.423, -3.673], [-6.399, -0.322, -5.396], [-6.222, -1.835, -4.506], [-4.756, -0.935, -5.035], [-5.936, 2.306, -3.953], [-4.207, 1.975, -3.501], [-5.526, 2.381, -2.299], [-8.113, 0.554, -2.737], [-7.311, 0.232, -1.207], [-7.715, -1.166, -2.214], [-5.932, -1.585, -0.478], [-4.401, -2.701, 1.028], [-1.880, -2.561, 0.412], [4.113, -3.489, 5.179], [2.703, -3.430, 4.659], [1.611, -3.227, 5.486], [0.311, -3.200, 4.995], [0.128, -3.334, 3.631], [1.185, -3.501, 2.762], [2.466, -3.589, 3.282], [-1.547, -3.468, 3.017], [-1.325, -5.011, 2.087], [-2.388, -3.698, 4.233], [4.126, -3.552, 6.235], [4.624, -2.553, 4.889], [4.654, -4.321, 4.698], [1.773, -3.059, 6.539], [-0.554, -3.123, 5.629], [1.039, -3.621, 1.678], [3.271, -3.647, 2.547], [-0.962, -5.773, 2.758], [-0.653, -4.872, 1.239], [-2.252, -5.312, 1.672], [4.445, 0.516, 1.449], [3.978, 0.965, 0.346], [3.063, 0.326, -0.355], [0.078, 0.730, -3.083], [0.823, 2.196, -1.529], [4.866, 2.196, -0.216], [5.865, 2.876, 0.543], [6.815, 3.675, -0.080], [7.015, 3.509, -1.458], [6.007, 2.927, -2.187], [4.846, 2.458, -1.560], [0.665, 4.019, -2.755], [1.570, 5.083, -2.597], [1.592, 6.164, -3.505], [0.662, 6.226, -4.512], [-0.322, 5.245, -4.611], [-0.285, 4.132, -3.777], [-1.033, 2.540, -0.425], [-2.205, 1.874, -0.679], [-3.317, 1.954, 0.156], [-3.207, 2.766, 1.287], [-2.005, 3.384, 1.616], [-0.945, 3.298, 0.739], [5.831, 2.883, 1.644], [7.443, 4.366, 0.476], [7.945, 3.920, -1.894], [6.115, 2.793, -3.251], [4.047, 1.936, -2.110], [2.347, 4.985, -1.840], [2.359, 6.917, -3.394], [0.680, 7.050, -5.233], [-1.028, 5.195, -5.435], [-0.952, 3.302, -4.020], [-2.202, 1.207, -1.570], [-4.275, 1.511, -0.079], [-4.095, 2.862, 1.900], [-1.961, 4.063, 2.445], [-0.014, 3.811, 0.989]], "lowdin_charge": [0.0545, 0.0438, -0.9315, 0.6285, 0.0190, 0.1125, -0.3563, -0.2147, -0.0070, -0.0581, -0.0734, -0.1442, 0.1416, 0.0764, 0.0844, 0.1216, 0.0971, 0.1094, 0.0971, 0.1022, -0.2106, 0.4842, -0.1968, -0.2009, -0.2707, -0.1094, -0.0761, -0.1852, 0.0194, -0.8022, 0.4841, 0.0178, 0.0209, -0.0236, 0.0008, 0.0331, 0.0341, 0.0190, 0.0047, 0.0224, 0.0687, 0.0743, 0.0415, -0.0495, -0.2738, -0.0491, -0.0671, -0.3892, -0.0942, -0.0374, 0.9077, -0.2186, -0.5390, 0.0514, 0.0901, 0.0843, 0.1040, 0.0994, 0.0881, 0.1029, 0.0580, 0.0323, 0.0373, -0.1156, -0.4657, 0.0494, -0.0787, 1.0136, -0.1087, -0.0507, -0.1242, -0.1353, -0.1050, -0.0663, -0.4023, -0.1458, -0.1317, -0.1466, -0.1169, -0.1535, -0.4082, -0.1440, -0.0850, -0.1190, -0.1271, -0.1702, 0.1057, 0.0863, 0.0948, 0.0918, 0.0982, 0.0751, 0.0820, 0.0873, 0.0886, 0.0718, 0.0310, 0.0860, 0.0829, 0.0804, 0.0856]}



Entry 2:
{"formula": "C28H34F6KN5O5S2", "method": "ωB97M-V with the def2-TZVPD basis set", "de_lowest_kj_mol": 0.0, "e_tot_ev": -101579.8700, "lumo_ev": 0.192, "homo_ev": -9.190, "orbital_gap_ev": 9.382, "elements": ["K", "F", "C", "F", "F", "S", "O", "O", "N", "S", "O", "O", "C", "F", "F", "F", "C", "C", "C", "C", "C", "C", "C", "N", "C", "C", "C", "C", "C", "C", "C", "N", "C", "C", "C", "C", "H", "H", "H", "H", "H", "H", "H", "H", "H", "H", "H", "H", "H", "H", "H", "H", "H", "H", "H", "H", "H", "H", "H", "H", "C", "C", "O", "N", "C", "C", "C", "C", "C", "C", "N", "H", "H", "H", "H", "H", "H", "H", "H", "H", "H"], "positions_angstrom": [[-0.382, -1.241, 1.312], [-4.770, -3.793, 1.044], [-3.761, -4.317, 0.344], [-3.541, -3.544, -0.729], [-4.108, -5.532, -0.069], [-2.231, -4.372, 1.402], [-2.015, -2.981, 1.724], [-2.567, -5.265, 2.464], [-1.167, -5.001, 0.458], [-0.122, -4.268, -0.450], [-0.559, -4.055, -1.796], [0.588, -3.194, 0.200], [1.126, -5.636, -0.544], [0.599, -6.745, -1.051], [1.599, -5.900, 0.683], [2.148, -5.255, -1.311], [2.157, 5.771, 1.485], [1.809, 5.189, 0.111], [0.545, 5.896, -0.399], [2.964, 5.465, -0.864], [1.604, 3.681, 0.184], [2.213, 2.892, 1.154], [1.994, 1.524, 1.158], [1.235, 0.896, 0.269], [0.664, 1.633, -0.684], [0.821, 3.013, -0.754], [-0.167, 0.908, -1.688], [-0.117, 1.265, -3.033], [-0.876, 0.569, -3.965], [-1.661, -0.472, -3.475], [-1.653, -0.759, -2.123], [-0.925, -0.087, -1.235], [-0.842, 0.873, -5.458], [-0.032, 2.132, -5.772], [-2.275, 1.077, -5.971], [-0.200, -0.319, -6.184], [2.215, 6.858, 1.417], [3.121, 5.418, 1.849], [1.389, 5.516, 2.217], [0.695, 6.976, -0.356], [-0.320, 5.645, 0.218], [0.318, 5.641, -1.433], [3.138, 6.540, -0.943], [2.729, 5.080, -1.858], [3.886, 4.989, -0.526], [2.844, 3.320, 1.919], [2.448, 0.898, 1.919], [0.301, 3.553, -1.532], [0.540, 2.067, -3.337], [-2.268, -1.076, -4.136], [-2.250, -1.577, -1.738], [-0.435, 3.005, -5.255], [-0.073, 2.330, -6.844], [1.017, 2.014, -5.496], [-2.765, 1.890, -5.432], [-2.877, 0.177, -5.852], [-2.256, 1.332, -7.032], [0.824, -0.472, -5.840], [-0.180, -0.133, -7.259], [-0.756, -1.240, -6.006], [0.909, 1.581, 4.878], [-0.117, 0.578, 4.404], [-0.564, 0.599, 3.268], [-0.487, -0.344, 5.326], [-1.295, -1.493, 4.969], [-0.489, -2.703, 4.558], [-0.864, -3.969, 4.979], [-0.161, -5.067, 4.507], [0.899, -4.858, 3.645], [1.217, -3.554, 3.295], [0.545, -2.495, 3.741], [0.874, 2.458, 4.238], [1.897, 1.124, 4.791], [0.750, 1.870, 5.916], [0.048, -0.394, 6.176], [-1.921, -1.192, 4.127], [-1.954, -1.746, 5.799], [-1.714, -4.098, 5.636], [-0.455, -6.067, 4.793], [1.463, -5.683, 3.235], [2.038, -3.350, 2.618]], "lowdin_charge": [0.8114, 0.1382, -0.6618, 0.1194, 0.1485, 0.5837, -0.4115, -0.2572, -0.2786, 0.5877, -0.2625, -0.4076, -0.6676, 0.1481, 0.1202, 0.1412, -0.0597, -0.5572, -0.0535, -0.0371, -0.1537, -0.0041, -0.1208, 0.0862, -0.2035, 0.0433, -0.2074, 0.0445, -0.1522, 0.0049, -0.0969, 0.0836, -0.5591, -0.0667, -0.0451, -0.0378, 0.0855, 0.0762, 0.0926, 0.0857, 0.0959, 0.0746, 0.0874, 0.0867, 0.0893, 0.1050, 0.1139, 0.1122, 0.1056, 0.1151, 0.1029, 0.0886, 0.0861, 0.0849, 0.0923, 0.0766, 0.0857, 0.0926, 0.0869, 0.0834, 0.0086, -0.5351, -0.0320, 0.0702, -0.1068, -0.2794, -0.0233, -0.0554, -0.0523, -0.1358, 0.0851, 0.0777, 0.0894, 0.0801, 0.1432, 0.1259, 0.1251, 0.1173, 0.1163, 0.1025, 0.1139]}



Entry 3:
{"formula": "C9H16O", "method": "ωB97M-V with the def2-TZVPD basis set", "de_lowest_kj_mol": 191.4, "e_tot_ev": -11637.5443, "lumo_ev": 0.899, "homo_ev": -9.204, "orbital_gap_ev": 10.104, "elements": ["C", "C", "C", "C", "C", "C", "O", "H", "H", "H", "H", "H", "H", "H", "H", "H", "H", "H", "H", "C", "C", "C", "H", "H", "H", "H"], "positions_angstrom": [[0.937, -0.272, 1.907], [0.176, 0.423, 1.073], [-1.215, 0.840, 1.450], [0.689, 0.922, -0.271], [1.686, 2.062, -0.039], [1.419, -0.230, -1.091], [-0.346, 1.458, -1.060], [1.945, -0.565, 1.670], [0.562, -0.604, 2.862], [-1.949, 0.227, 0.927], [-1.376, 0.722, 2.520], [-1.384, 1.878, 1.173], [1.191, 2.875, 0.486], [2.531, 1.721, 0.551], [2.039, 2.439, -0.994], [1.700, 0.209, -2.041], [2.325, -0.526, -0.566], [0.851, -1.135, -1.288], [-0.954, 0.739, -1.301], [-2.084, -1.084, -1.723], [-1.473, -1.842, -0.858], [-0.996, -2.657, 0.032], [-3.028, -0.617, -1.494], [-1.700, -0.938, -2.722], [-1.293, -3.694, 0.045], [-0.253, -2.351, 0.751]], "nbo_charge": [-0.4439, 0.0323, -0.6509, 0.2129, -0.6029, -0.6291, -0.7353, 0.1948, 0.1967, 0.2173, 0.2132, 0.2309, 0.2153, 0.2105, 0.2143, 0.2131, 0.2050, 0.2166, 0.4806, -0.5595, 0.1227, -0.4970, 0.2340, 0.2330, 0.2306, 0.2448]}



Entry 4:
{"formula": "C18H18F3N5O2S", "method": "ωB97M-V with the def2-TZVPD basis set", "e_tot_ev": -49489.8621, "lumo_ev": -0.005, "homo_ev": -8.361, "orbital_gap_ev": 8.356, "elements": ["C", "C", "C", "C", "C", "C", "C", "C", "C", "F", "F", "F", "C", "N", "N", "C", "C", "O", "N", "C", "C", "N", "C", "N", "C", "C", "C", "O", "S", "H", "H", "H", "H", "H", "H", "H", "H", "H", "H", "H", "H", "H", "H", "H", "H", "H", "H"], "positions_angstrom": [[0.735, 2.483, -0.800], [-0.148, 1.687, 0.187], [-1.100, 2.389, 1.067], [-1.703, 1.417, 1.827], [-2.904, 1.443, 2.765], [-3.396, 2.599, 3.268], [-4.479, 2.457, 4.122], [-4.989, 1.170, 4.417], [-6.108, 0.935, 5.483], [-6.983, 2.036, 5.586], [-5.518, 0.534, 6.572], [-6.750, -0.201, 5.279], [-4.419, 0.048, 3.821], [-3.470, 0.159, 2.946], [-1.159, 0.201, 1.486], [-0.213, 0.314, 0.437], [0.288, -0.951, -0.326], [0.071, -2.017, 0.135], [0.957, -0.833, -1.519], [1.193, -1.862, -2.498], [0.491, -1.319, -3.816], [1.036, -0.103, -4.337], [2.650, -2.026, -2.716], [3.348, -1.919, -3.871], [4.694, -2.074, -3.619], [5.065, -2.224, -2.354], [6.422, -2.505, -1.901], [6.682, -1.337, -1.099], [3.678, -2.340, -1.333], [1.773, 2.795, -0.349], [0.254, 3.393, -0.904], [0.812, 2.118, -1.816], [-1.343, 3.447, 1.023], [-3.082, 3.655, 3.005], [-4.882, 3.279, 4.660], [-4.880, -0.931, 4.107], [-1.271, -0.592, 2.097], [1.035, 0.119, -1.922], [0.656, -2.765, -2.258], [0.564, -2.208, -4.455], [-0.578, -1.246, -3.535], [0.357, 0.321, -4.941], [1.902, -0.190, -4.807], [5.378, -1.967, -4.411], [7.123, -2.616, -2.733], [6.396, -3.524, -1.306], [5.813, -1.247, -0.667]], "nbo_charge": [-0.6395, -0.0300, -0.2991, 0.1189, 0.1961, -0.2514, -0.1287, -0.1893, 0.9820, -0.3332, -0.3111, -0.3212, 0.0716, -0.4211, -0.4820, 0.0072, 0.6777, -0.6156, -0.6362, -0.1142, -0.2006, -0.8598, 0.0652, -0.4434, -0.0532, -0.2582, -0.0948, -0.6932, 0.4082, 0.2235, 0.2151, 0.2159, 0.2227, 0.2406, 0.2274, 0.2136, 0.4400, 0.4162, 0.2497, 0.1750, 0.2038, 0.3684, 0.3891, 0.2089, 0.2047, 0.1723, 0.4617]}



Entry 5:
{"formula": "C26H37CeN7", "method": "ωB97M-V with the def2-TZVPD basis set", "e_tot_ev": -50884.0778, "lumo_ev": -14.402, "homo_ev": -20.450, "orbital_gap_ev": 6.048, "charge": 4, "elements": ["Ce", "C", "C", "N", "C", "C", "N", "C", "C", "N", "C", "C", "N", "C", "C", "C", "C", "C", "C", "C", "N", "H", "H", "H", "H", "H", "H", "H", "H", "H", "H", "H", "H", "H", "H", "H", "H", "H", "H", "H", "H", "H", "H", "H", "C", "C", "C", "C", "C", "C", "C", "H", "H", "H", "H", "H", "H", "H", "H", "C", "N", "C", "C", "N", "C", "H", "H", "H", "H", "H", "H"], "positions_angstrom": [[0.142, -0.795, -0.118], [-1.144, 2.986, -2.516], [-0.445, 1.870, -1.844], [-0.999, 0.783, -1.462], [-2.422, 0.509, -1.661], [-2.822, -0.808, -1.063], [-2.287, -0.786, 0.338], [-2.809, -1.779, 1.336], [-1.689, -2.711, 1.740], [-0.447, -1.860, 2.001], [0.797, -2.649, 2.032], [1.993, -1.706, 2.250], [2.044, -0.671, 1.209], [3.004, 0.203, 0.997], [4.287, 0.190, 1.685], [2.692, 1.237, -0.039], [3.603, 2.229, -0.445], [3.191, 2.973, -1.537], [1.915, 2.893, -2.065], [1.028, 1.993, -1.485], [1.438, 1.178, -0.514], [-0.645, 3.926, -2.289], [-2.147, 3.037, -2.067], [-1.170, 2.891, -3.638], [-2.748, 0.508, -2.734], [-3.009, 1.282, -1.093], [-2.410, -1.670, -1.628], [-3.920, -0.935, -1.092], [-2.445, 0.152, 0.713], [-3.565, -2.450, 0.926], [-3.227, -1.174, 2.187], [-1.459, -3.378, 0.925], [-2.148, -3.331, 2.581], [-0.498, -1.313, 2.879], [0.791, -3.203, 1.055], [0.711, -3.395, 2.808], [2.924, -2.287, 2.316], [1.918, -1.139, 3.176], [4.396, -0.575, 2.398], [4.417, 1.129, 2.265], [5.140, 0.148, 1.026], [4.580, 2.337, -0.056], [3.950, 3.656, -1.933], [1.594, 3.527, -2.875], [-0.978, -1.409, -4.210], [0.000, -1.862, -3.156], [1.213, -1.226, -2.895], [2.116, -1.780, -1.927], [1.846, -2.962, -1.254], [0.601, -3.554, -1.512], [-0.323, -2.973, -2.369], [-0.821, -2.071, -5.068], [-0.885, -0.309, -4.446], [-1.971, -1.654, -3.917], [1.449, -0.329, -3.310], [3.020, -1.201, -1.625], [2.539, -3.399, -0.526], [0.445, -4.447, -0.986], [-1.292, -3.480, -2.454], [-2.574, 2.619, 4.262], [-1.642, 2.362, 3.170], [-1.134, 3.369, 2.306], [-0.440, 2.729, 1.358], [-0.528, 1.352, 1.552], [-1.261, 1.193, 2.626], [-3.278, 1.772, 4.300], [-3.149, 3.549, 4.049], [-2.134, 2.768, 5.222], [-1.274, 4.428, 2.530], [0.024, 3.210, 0.530], [-1.672, 0.284, 3.065]], "lowdin_charge": [1.3608, 0.0472, -0.2277, -0.0400, -0.1512, -0.1474, -0.1406, -0.1234, -0.1131, -0.1443, -0.1579, -0.1074, -0.0552, -0.1790, 0.0478, -0.1508, 0.1001, 0.0535, 0.0798, -0.1924, 0.0124, 0.1072, 0.1106, 0.1543, 0.1671, 0.1641, 0.1088, 0.1693, 0.1061, 0.1498, 0.1541, 0.1217, 0.1857, 0.1436, 0.1065, 0.1628, 0.1570, 0.1572, 0.0841, 0.1525, 0.1273, 0.1368, 0.1604, 0.1469, 0.0194, -0.2476, -0.0085, -0.0816, -0.0806, -0.0484, -0.0297, 0.1317, 0.1210, 0.0746, 0.1046, 0.1487, 0.1553, 0.1297, 0.1584, 0.0274, -0.0721, 0.0265, -0.1018, 0.0131, -0.1746, 0.1090, 0.1269, 0.0994, 0.1578, 0.1038, 0.1323]}



Entry 6:
{"formula": "CH2N2O2", "method": "ωB97M-V with the def2-TZVPD basis set", "de_lowest_kj_mol": 604.4, "e_tot_ev": -8139.1066, "lumo_ev": -0.734, "homo_ev": -10.946, "orbital_gap_ev": 10.212, "elements": ["C", "N", "N", "O", "O", "H", "H"], "positions_angstrom": [[-0.753, -0.637, -1.313], [-1.910, -0.038, -0.868], [-0.825, 0.156, -0.168], [-0.101, -1.353, -1.957], [-0.514, 0.608, 0.915], [2.040, 0.859, 2.023], [2.062, 0.404, 1.367]], "nbo_charge": [0.7176, -0.2056, 0.2659, -0.4781, -0.2993, 0.0053, -0.0057]}